No. 1
70
Properties=species:S:1:pos:R:3:forces:R:3 method="wB97M-V/def2-TZVPD" energy_ha=-1554.09066 homo_lumo_gap_ha=0.1901 homo_ev=-9.31 charge=+1 e_lumo_ev=-4.137
C 5.04101 -1.74693 1.28865 0.3 0.1 0.2
C 4.70306 -1.82871 -0.04611 0.1 0.1 -0.1
C 3.43331 -2.21660 -0.40664 -0.2 0.0 -0.2
C 2.48736 -2.52287 0.55817 0.3 0.2 0.5
C 1.12702 -2.89788 0.10875 -1.0 -0.2 -0.2
C 0.07876 -2.80654 1.02460 0.4 0.4 0.4
N -1.23982 -3.15130 0.74751 -0.1 -0.1 0.2
C -1.70849 -3.26887 -0.53417 0.4 0.2 0.1
C -3.00210 -3.61602 -0.78946 -0.6 -0.2 0.6
C -3.85014 -3.88830 0.26552 -0.5 -0.2 -0.3
C -3.38336 -3.79474 1.56244 0.0 0.0 0.0
C -2.09325 -3.41041 1.79512 0.1 0.0 -0.6
O 0.96059 -3.26987 -1.06273 0.3 -0.1 -1.0
C 2.84965 -2.46639 1.90079 -0.2 -0.1 -0.2
C 4.11955 -2.07822 2.26212 0.1 0.1 0.2
H 6.03040 -1.43599 1.57563 0.2 0.0 0.1
H 5.42974 -1.59221 -0.80525 0.2 0.0 -0.1
H 3.14957 -2.31128 -1.43987 -0.1 0.0 -0.3
H 0.29165 -2.44993 2.01223 -0.4 -0.1 0.3
H -1.01475 -3.09216 -1.33460 0.4 0.1 0.2
H -3.34974 -3.69688 -1.80414 0.1 0.0 -0.2
H -4.86280 -4.20362 0.07769 -0.2 0.0 0.0
H -4.02447 -4.06632 2.38576 0.0 0.1 0.2
H -1.71051 -3.35584 2.79942 0.4 0.1 -0.1
H 2.14794 -2.76552 2.65972 -0.1 0.0 0.2
H 4.39238 -2.04071 3.30405 0.1 0.0 0.2
C 1.76042 0.33008 -3.26567 0.2 -0.1 -0.1
C 1.79550 1.08758 -1.99442 1.5 0.5 0.3
N 2.95149 1.58124 -1.42706 -1.3 -0.6 -0.8
C 4.29320 1.48487 -2.00454 -0.2 -0.2 -0.1
C 2.61962 2.30668 -0.27483 -0.8 0.5 0.7
C 1.22164 2.26930 -0.12556 0.3 0.2 0.6
C 0.60493 3.02408 0.87872 0.1 -0.3 -0.5
C 1.38144 3.74771 1.74724 0.3 0.2 0.1
C 2.77409 3.74987 1.62292 -0.3 0.1 0.2
C 3.39866 3.04813 0.61896 0.2 -0.5 -0.8
C 0.69267 1.46223 -1.20068 -1.7 -0.2 0.1
C -0.67011 1.22450 -1.51384 0.9 0.8 0.6
C -1.80150 1.49742 -0.68408 0.2 -0.3 -0.1
C -3.01642 2.05123 -1.13466 0.1 -0.2 1.1
C -3.32637 2.44678 -2.52548 -0.4 0.1 -0.1
N -3.83860 2.26959 -0.05112 0.6 -0.2 -0.6
C -5.15241 2.89936 -0.09628 0.2 0.0 -0.2
C -3.19961 1.82422 1.11448 0.7 -0.5 0.0
C -1.94799 1.30318 0.74257 -0.1 0.1 0.3
C -1.12611 0.70435 1.70521 -0.3 0.1 -0.4
C -1.54290 0.67423 3.01343 -0.1 -0.1 0.1
C -2.76758 1.23324 3.38947 0.2 0.0 -0.1
C -3.59890 1.80391 2.45522 -0.4 0.3 -0.6
H 0.74968 0.00951 -3.51688 0.1 0.0 0.1
H 2.12660 0.94436 -4.09094 0.1 0.0 0.0
H 2.38069 -0.56537 -3.19960 0.0 0.0 0.0
H 5.02600 1.97678 -1.36890 -0.2 0.0 0.1
H 4.57982 0.44074 -2.11667 0.0 0.0 0.0
H 4.31221 1.96488 -2.98186 0.0 0.0 0.0
H -0.46683 3.04344 0.94883 0.0 0.1 0.1
H 0.90812 4.32843 2.52281 0.0 0.1 0.1
H 3.35902 4.32577 2.32252 0.1 0.0 0.0
H 4.46769 3.07224 0.51346 0.3 0.1 0.0
H -0.88025 0.91696 -2.52434 0.0 -0.1 -0.3
H -2.51391 2.18091 -3.20266 -0.1 0.0 0.2
H -4.23037 1.94970 -2.88047 -0.1 0.1 0.0
H -3.47605 3.52513 -2.60190 -0.1 0.0 0.0
H -5.58916 2.94645 0.89803 0.2 -0.1 0.0
H -5.05157 3.91169 -0.48010 -0.1 0.1 0.0
H -5.81765 2.33193 -0.74413 0.0 0.0 0.0
H -0.18469 0.28024 1.40649 0.3 -0.1 0.0
H -0.91809 0.21640 3.76169 0.1 -0.1 0.1
H -3.06076 1.21841 4.42669 -0.1 0.0 0.1
H -4.53343 2.24630 2.74941 -0.3 0.0 0.1

No. 2
35
Properties=species:S:1:pos:R:3:forces:R:3 method="wB97M-V/def2-TZVPD" energy_ha=-965.35912 smiles=Cc1nccn1C(c1cccc(F)c1)c1cccc(F)c1 homo_lumo_gap_ha=0.3059 homo_ev=-8.00 e_lumo_ev=0.321
C 1.08947 -3.52112 0.07319 -0.2 0.0 -0.2
C 0.40968 -2.58367 -0.87397 -0.9 0.6 -1.4
N 0.17560 -2.96840 -2.16317 0.5 0.5 1.9
C -0.28985 -1.88172 -2.82346 -0.2 2.9 2.0
C -0.33418 -0.78746 -1.90900 -0.4 -0.7 -2.4
N 0.03751 -1.24365 -0.67633 -0.2 0.3 -1.1
C -0.14820 -0.18646 0.48087 0.9 -2.0 -1.9
C -1.53598 0.50239 0.18748 1.8 -0.7 0.9
C -2.59699 -0.39697 0.36318 -0.6 1.0 0.4
C -3.86235 0.16329 0.49521 -1.5 1.0 0.7
C -4.01712 1.57820 0.65143 1.4 -0.4 -1.1
C -2.90979 2.41347 0.31351 -1.3 0.2 1.2
F -3.00887 3.78095 0.58103 0.0 -1.6 -0.8
C -1.66838 1.91227 -0.03749 -0.6 -1.8 1.1
C 1.17479 0.60952 0.45628 -0.2 0.9 1.7
C 2.33321 -0.20190 0.41958 -0.3 0.1 -0.2
C 3.59353 0.39801 0.35071 0.8 -0.4 0.7
C 3.72977 1.77572 0.62174 -0.7 -0.4 -0.8
C 2.58244 2.55485 0.70946 -0.5 0.8 1.3
F 2.70583 3.91905 1.03634 0.0 -1.9 -0.5
C 1.27991 2.02936 0.72596 0.5 -1.3 0.3
H 1.34981 -3.12366 1.05904 -0.1 0.1 -0.3
H 0.43018 -4.37554 0.22972 0.2 -0.1 0.0
H 1.99537 -3.84747 -0.46027 -0.2 -0.1 0.5
H -0.62293 -1.75933 -3.85607 0.4 -0.7 0.3
H -0.58512 0.27775 -2.12034 0.1 -1.2 0.4
H -0.15250 -0.94364 1.31253 -0.5 1.5 0.0
H -2.49037 -1.47596 0.58397 0.3 0.8 -0.5
H -4.78503 -0.47631 0.62752 1.3 0.8 0.0
H -4.93037 2.00739 1.04885 0.1 0.0 -0.3
H -0.83208 2.57604 -0.20662 -0.2 -0.2 -0.1
H 2.20716 -1.31667 0.56739 0.4 1.6 -0.9
H 4.52001 -0.24054 0.18358 -1.3 0.9 0.6
H 4.69177 2.20460 0.82619 0.3 0.3 -0.3
H 0.46405 2.62761 1.22197 1.0 -0.7 -1.2

No. 3
93
Properties=species:S:1:pos:R:3:forces:R:3 method="wB97M-V/def2-TZVPD" energy_ha=-4342.73511 multiplicity=4 s2=3.768 homo_lumo_gap_ha="0.2341 / 0.2290" homo_ev="-6.02 / -6.21" e_lumo_ev="0.355 / 0.016"
V 0.35544 0.41621 0.56458 0.4 0.1 -0.1
C 2.16528 0.50827 3.06267 0.2 0.0 -0.1
C 1.47344 1.86146 3.31528 -0.1 0.0 0.1
C 1.35116 2.71991 2.06046 0.1 -0.1 -0.3
C 2.38249 3.62501 1.81200 0.1 0.0 0.1
C 2.88172 3.87870 0.49377 0.2 0.2 0.2
C 0.60914 4.17522 -0.36334 -0.1 0.2 -0.2
C -0.16991 2.96663 0.06467 0.2 -0.2 0.0
N 0.36183 2.30868 1.26685 -0.6 0.4 0.1
N 1.32912 -0.45022 2.29840 -0.2 -0.1 -0.3
C 2.07880 -1.40874 1.40008 0.0 0.1 -0.1
C 1.68617 -1.20928 -0.08351 0.3 -0.5 0.1
C 2.59626 -0.46593 -1.03828 0.1 0.2 0.2
C 1.88735 -0.00202 -2.32784 0.1 0.2 -0.1
C 0.85868 -1.00356 -2.71924 0.0 -0.1 -0.1
C 0.21982 -1.70695 -1.78722 -0.1 -0.1 -0.1
N 0.51220 -1.67973 -0.41584 0.1 0.0 0.0
C 0.34507 -1.08248 3.18180 0.1 -0.1 0.1
C -1.02393 -1.25576 2.56751 0.0 0.0 0.1
C -1.98065 -2.03818 3.20132 0.1 -0.1 -0.1
C -3.19598 -2.25308 2.57832 0.0 0.0 -0.1
C -3.40915 -1.69932 1.32370 0.1 0.0 0.1
C -2.42103 -0.90637 0.77780 -0.1 0.0 0.0
N -1.26888 -0.64323 1.40795 -0.3 -0.3 0.1
H 2.44405 0.04431 4.01697 0.0 0.1 0.0
H 3.06993 0.67778 2.47818 -0.1 0.0 0.1
H 2.07356 2.38913 4.05925 0.0 0.0 0.0
H 0.47684 1.70809 3.74413 0.0 0.0 0.0
H 3.04875 3.81716 2.64477 0.0 0.0 0.0
H 4.44410 5.25703 0.61473 0.0 -0.1 0.1
H 0.17756 4.57655 -1.29237 0.1 -0.1 0.2
H -1.18953 3.28023 0.31146 0.1 0.0 -0.1
H 1.81214 -2.43227 1.68237 0.0 0.1 0.0
H 3.15128 -1.25120 1.52049 -0.1 0.0 0.0
H 3.51682 -1.01009 -1.26936 -0.1 0.0 -0.1
H 2.63368 0.13715 -3.11967 -0.1 0.0 0.1
H 0.59900 -1.16171 -3.75258 0.0 0.0 0.0
H -0.58996 -2.37522 -2.04936 0.0 0.0 0.0
H 0.24843 -0.45994 4.07637 0.0 -0.1 -0.1
H 0.70364 -2.06599 3.52039 -0.1 0.1 0.0
H -1.74745 -2.49290 4.15482 0.0 0.0 0.0
H -3.95218 -2.86516 3.04888 0.0 0.0 0.0
H -4.31894 -1.86437 0.76763 -0.1 0.0 0.0
H -2.53852 -0.48136 -0.21236 0.0 0.0 0.0
S 2.87700 0.99592 -0.01549 0.0 -0.2 0.0
P 1.12976 1.79327 -2.17622 -0.4 -0.2 0.0
C -0.30617 1.84570 -1.06016 0.3 0.6 0.1
P -1.93752 1.85745 -1.79393 -0.1 -0.3 -0.1
S -2.44123 0.26096 -2.83849 0.0 0.1 0.1
C -3.21999 2.11237 -0.48725 0.0 0.0 0.0
C -3.05699 2.04148 0.89191 0.1 0.0 0.1
C -4.14615 2.17169 1.74497 0.0 0.0 0.0
C -5.41496 2.37370 1.23207 0.0 0.0 0.0
C -5.59255 2.43915 -0.14403 0.0 0.0 0.1
C -4.50774 2.30725 -0.99041 0.0 0.0 -0.1
C -2.22496 3.37138 -2.78251 0.0 0.1 0.1
C -2.18187 4.62333 -2.16730 0.0 0.0 0.0
C -2.40768 5.77621 -2.89933 0.0 0.0 0.0
C -2.69983 5.68836 -4.25456 0.0 0.1 0.0
C -2.77241 4.44801 -4.86455 0.0 0.0 0.0
C -2.53840 3.29389 -4.13164 0.0 -0.1 0.0
C 2.34875 3.14847 -1.80886 0.1 -0.3 -0.2
C 2.05145 3.86077 -0.58284 -0.1 0.0 -0.3
C 4.36178 4.17945 0.39869 0.0 0.0 0.1
C 5.13053 3.95574 -0.87028 0.0 0.0 -0.1
C 4.77663 3.54519 -2.09124 0.0 -0.1 0.0
C 3.48805 3.01980 -2.50876 0.0 0.2 0.2
C 0.69256 2.21884 -3.91585 0.0 -0.1 0.1
C 0.19833 1.30223 -4.84004 0.0 -0.1 0.0
C -0.05066 1.67234 -6.15238 0.0 0.1 0.0
C 0.15918 2.97910 -6.56022 0.0 0.0 0.0
C 0.60747 3.91335 -5.64001 0.0 0.0 -0.1
C 0.87704 3.53588 -4.33710 0.0 0.2 0.1
H -2.08025 1.88413 1.33216 0.0 0.0 0.0
H -3.99207 2.11433 2.81438 0.0 0.0 0.0
H -6.26256 2.48067 1.89555 0.0 0.0 0.0
H -6.57812 2.59281 -0.55988 -0.1 0.0 0.0
H -4.66525 2.34480 -2.06262 0.0 0.0 0.0
H -1.98641 4.70418 -1.10586 0.0 0.0 0.0
H -2.36826 6.73955 -2.40998 0.0 0.0 0.0
H -2.88150 6.58736 -4.82841 0.0 0.0 0.0
H -3.01218 4.37178 -5.91641 0.0 0.0 0.0
H -2.61531 2.32057 -4.59783 0.0 0.0 0.0
H 0.51790 4.96003 0.39343 0.0 -0.1 0.0
H 4.90193 3.69062 1.21596 0.0 -0.1 0.0
H 6.18830 4.17409 -0.74976 0.0 0.1 0.0
H 5.57390 3.47629 -2.82272 0.0 0.0 0.0
H 3.50479 2.36982 -3.37850 0.0 0.0 0.0
H -0.04816 0.30067 -4.53779 0.0 0.1 0.0
H -0.42922 0.93518 -6.84607 0.0 0.0 -0.1
H -0.03977 3.27085 -7.58181 0.0 0.0 -0.1
H 0.75221 4.94451 -5.93248 0.0 0.0 0.0
H 1.24119 4.28374 -3.64662 0.0 0.0 0.0

No. 4
2
Properties=species:S:1:pos:R:3:forces:R:3 method="wB97M-V/def2-TZVPD" energy_ha=-2621.08047 multiplicity=2 s2=0.760 homo_lumo_gap_ha="0.2405 / 0.2426" homo_ev="-20.71 / -20.83" charge=+2 e_lumo_ev="-14.167 / -14.231"
Hf 0.68823 1.10857 0.56787 -2.3 -3.8 -1.9
Br -0.68823 -1.10857 -0.56787 2.3 3.8 1.9

No. 5
93
Properties=species:S:1:pos:R:3:forces:R:3 method="wB97M-V/def2-TZVPD" energy_ha=-2541.70209 multiplicity=4 s2=3.775 homo_lumo_gap_ha="0.2867 / 0.3171" homo_ev="-6.33 / -6.46" charge=-1 e_lumo_ev="1.470 / 2.171"
Cr -1.14723 -0.31040 -0.59132 -2.8 -2.3 0.3
B -3.48188 -2.26781 -0.31178 -0.9 -0.4 0.0
H -3.76583 -2.69912 0.63563 -0.7 -1.3 3.9
H -2.58781 -1.66378 -0.30623 3.8 2.6 0.3
H -3.30456 -3.07663 -1.00360 1.1 -3.4 -2.9
H -4.28460 -1.68383 -0.73468 -3.0 2.3 -1.5
B -2.47591 1.20112 0.03126 -0.7 1.0 -0.4
H -2.38284 1.57509 -0.97657 0.2 1.6 -3.2
H -3.14348 1.83064 0.59898 -1.9 2.2 1.7
H -2.85517 0.19171 -0.00748 -2.0 -3.5 0.1
H -1.51321 1.18662 0.51833 3.8 0.2 2.0
B -1.61045 -0.15579 -2.73227 0.4 0.4 -0.3
H -1.30513 0.85492 -2.50983 1.2 3.7 0.8
H -2.38096 -0.47630 -2.04828 -3.4 -1.2 2.2
H -1.94971 -0.14366 -3.75647 -1.4 -0.3 -3.4
H -0.78943 -0.82144 -2.51529 3.5 -2.8 0.2
B 0.79055 0.59584 -0.59553 1.0 0.7 0.3
H 1.77673 0.75996 -1.00144 3.1 0.5 -2.4
H 0.53916 -0.44924 -0.68962 0.4 -3.9 -0.7
H 0.90722 0.74785 0.46631 -0.2 0.7 4.0
H -0.00805 1.22569 -0.95576 -2.2 2.6 -1.6
C 6.41574 -2.34792 -0.09877 1.1 1.0 0.3
O 6.45896 -0.94117 -0.42811 -0.6 -0.9 -0.4
H 5.56166 -2.95852 -0.39172 -0.4 0.6 -0.2
H 7.29492 -2.76213 -0.59229 0.0 -0.2 0.2
H 6.54355 -2.36217 0.98362 0.0 -0.7 0.1
H 5.76223 -0.52327 0.08327 -0.2 0.2 0.0
C 3.29245 -2.97187 2.31365 0.2 2.0 -0.3
O 2.22978 -2.01018 2.25937 -1.4 -1.7 0.9
H 4.15992 -2.35864 2.55772 0.6 -0.5 -0.2
H 3.20185 -3.70749 3.11286 -0.7 0.2 0.0
H 3.41797 -3.46499 1.34971 0.1 -0.1 0.0
H 2.43759 -1.15848 1.86820 1.0 0.3 -0.4
C -0.20262 -4.98327 -3.98025 0.5 -1.9 -0.6
O -1.23332 -4.20145 -3.50330 0.0 1.4 0.8
H -0.28334 -5.91218 -3.41570 -0.1 -1.0 -0.9
H -0.29335 -5.02183 -5.06578 -0.3 -0.7 0.0
H 0.87174 -4.83380 -3.87302 0.2 1.7 0.8
H -1.47485 -4.57309 -2.65174 -0.4 0.4 0.0
C 0.78439 -3.05624 -0.65523 0.2 -0.5 -0.2
O -0.53511 -2.51578 -0.77870 1.5 0.2 0.6
H 0.82661 -3.80293 0.13772 -0.2 -0.3 0.0
H 1.03007 -3.51122 -1.61479 0.4 0.0 0.0
H 1.55713 -2.34883 -0.35432 -0.5 0.5 -0.3
H -1.10956 -3.28237 -0.84171 -1.0 0.5 -0.1
C 3.23918 1.42356 2.09287 -1.2 1.1 0.8
O 3.16297 0.42325 1.13081 1.7 -1.1 -0.1
H 3.29809 2.42723 1.67185 0.3 0.0 -0.2
H 2.29065 1.40011 2.62939 -0.1 0.3 0.5
H 4.02147 1.31488 2.84407 0.3 -0.5 -0.4
H 2.51928 0.67942 0.46625 -0.3 0.1 -0.2
C -0.88549 -0.18703 2.62884 0.2 -0.7 1.0
O -0.91902 -1.02849 1.47838 -0.4 0.8 -0.4
H 0.16215 -0.05655 2.90000 0.0 0.7 -0.1
H -1.48703 0.71641 2.52859 0.5 -0.1 -0.5
H -1.32884 -0.72174 3.46886 -0.2 -0.2 0.0
H -0.53046 -1.86940 1.73036 0.1 -0.2 -0.4
C 2.51233 3.55644 -1.21723 -0.8 0.7 0.9
O 1.36789 3.53522 -0.32129 1.1 0.3 -0.7
H 2.21527 3.63513 -2.26302 -0.1 -0.3 -0.1
H 3.03538 4.48228 -0.97777 0.2 0.0 0.0
H 3.18363 2.71679 -1.03705 0.0 -0.1 -0.2
H 0.98363 2.65850 -0.39409 -0.3 -0.1 0.0
C -0.87378 2.00716 5.51079 -0.2 0.2 -0.4
O -2.22753 1.56176 5.52214 0.3 0.0 0.0
H -0.49616 1.92348 6.52986 0.5 0.3 -0.2
H -0.26862 1.46509 4.78412 0.2 -0.6 0.3
H -0.81923 3.02094 5.11408 -0.3 0.2 0.5
H -2.24350 0.89039 6.20815 -0.4 -0.1 -0.1
C 1.37012 5.44062 2.60085 0.6 -1.1 0.6
O 2.65629 5.53093 3.24308 0.0 1.0 -0.6
H 1.22742 4.37794 2.79692 -1.2 0.1 -0.4
H 0.63150 6.09622 3.06208 -0.1 -0.2 0.2
H 1.34894 5.60358 1.52331 0.4 0.0 0.0
H 3.05253 6.35420 2.94845 0.3 0.1 0.2
C -4.83553 1.93981 -3.61585 -0.6 1.3 -1.5
O -6.26673 2.11604 -3.70352 -0.4 -0.5 1.1
H -4.43219 2.46707 -2.75132 -0.3 -0.4 0.2
H -4.47405 0.91591 -3.71097 -0.2 0.0 0.3
H -4.57102 2.54411 -4.48358 1.3 -0.3 -0.1
H -6.55346 1.96259 -4.60676 0.2 -0.1 0.1
C 1.03427 -0.46679 -5.25064 -0.1 0.8 0.3
O -0.16960 -1.17233 -5.37531 0.2 -0.6 -0.6
H 1.68837 -0.47768 -6.12249 -0.2 -0.3 -0.2
H 0.67227 0.54937 -5.09417 1.0 0.6 0.1
H 1.57778 -0.81554 -4.37253 0.3 0.1 0.1
H -0.65334 -0.70746 -4.68866 -1.1 -0.7 0.2
C -4.24481 -0.16063 2.97668 1.1 0.2 -0.1
O -4.48809 1.08111 2.40396 -1.4 1.3 0.4
H -3.82240 -0.78117 2.18637 -0.4 -0.9 0.3
H -3.49025 -0.03968 3.75392 0.1 -0.2 0.4
H -5.14481 -0.52830 3.46954 -0.1 -0.2 -0.5
H -3.76757 1.38332 1.84618 0.1 -0.4 0.0